Molecular formula: C22H34N2O2
Method: DFT, ωB97M-V/def2-TZVPD

Structure (XYZ):
```
60
Properties=species:S:1:pos:R:3
C 3.556 4.064 -4.835
C 3.073 2.722 -4.297
C 3.880 2.287 -3.075
C 3.508 0.895 -2.563
C 2.119 0.842 -1.930
C 1.766 -0.551 -1.419
C 2.597 -1.006 -0.211
N 1.706 -1.891 0.502
C 2.171 -2.785 1.532
C 2.561 -2.056 2.822
C 1.406 -1.281 3.457
C 0.272 -2.185 3.926
C 0.418 -1.745 0.165
O -0.508 -2.385 0.638
C 0.323 -0.661 -0.901
C -0.716 -0.957 -1.989
C -2.079 -0.371 -1.620
O -2.590 0.537 -2.246
N -2.637 -0.967 -0.553
C -3.807 -0.426 0.103
C -3.435 0.518 1.223
C -2.497 0.139 2.176
C -2.138 1.010 3.189
C -2.717 2.265 3.268
C -3.654 2.648 2.324
C -4.007 1.780 1.304
H 2.971 4.360 -5.702
H 3.458 4.836 -4.076
H 4.602 4.005 -5.130
H 2.017 2.805 -4.035
H 3.166 1.964 -5.078
H 3.743 3.015 -2.273
H 4.940 2.287 -3.342
H 3.555 0.184 -3.391
H 4.248 0.587 -1.820
H 1.371 1.136 -2.667
H 2.068 1.555 -1.104
H 1.898 -1.274 -2.231
H 3.508 -1.541 -0.495
H 2.876 -0.149 0.416
H 3.035 -3.339 1.149
H 1.360 -3.489 1.728
H 3.383 -1.368 2.607
H 2.929 -2.801 3.530
H 1.799 -0.722 4.310
H 1.014 -0.555 2.740
H -0.458 -1.611 4.493
H 0.654 -2.978 4.566
H -0.239 -2.634 3.079
H 0.050 0.272 -0.389
H -0.405 -0.499 -2.929
H -0.809 -2.035 -2.136
H -2.076 -1.642 -0.038
H -4.390 0.106 -0.654
H -4.401 -1.258 0.495
H -2.041 -0.839 2.124
H -1.403 0.709 3.922
H -2.437 2.943 4.061
H -4.108 3.627 2.377
H -4.729 2.086 0.562
```

Summary:
max |F| = 0.012 hartree/bohr
total charge = 0
HOMO = -0.33032 Ha
Kohn-Sham gap = 0.355 Ha
structure (SMILES) = CCCCC[C@H]1CN(CCCC)C(=O)[C@@H]1CC(=O)NCc1ccccc1

Atom charges from the Mulliken analysis, given in e for atoms 1 to 4: -1.378, -0.168, -0.806, -0.510


Molecular formula: C22H34N2O3
Method: DFT, ωB97M-V/def2-TZVPD

Structure (XYZ):
```
61
Properties=species:S:1:pos:R:3
C 1.522 -0.233 -6.991
C 2.442 -0.134 -5.808
O 2.199 1.024 -5.044
C 3.056 1.300 -4.130
C 2.776 0.259 -3.085
C 1.663 -0.052 -2.771
C 1.466 -0.798 -1.753
C 2.575 -1.451 -0.831
C 3.867 -0.930 -1.118
C 3.965 0.026 -2.174
O 5.420 0.555 -2.413
C 6.492 0.107 -1.754
H 7.044 0.666 -2.316
H 6.304 0.577 -0.625
H 6.543 -0.977 -1.793
H 4.687 -0.997 -0.525
H 2.276 -1.915 -0.072
C 0.107 -1.446 -1.360
N -0.190 -1.512 0.266
C -1.289 -2.096 0.510
C -1.483 -2.313 1.969
C -1.469 -0.662 2.547
C -0.354 0.061 2.146
C -0.229 0.102 0.549
H 0.643 0.232 0.321
H -1.265 0.397 0.165
H -0.699 1.086 2.227
H 0.555 -0.418 2.654
C -1.704 -0.714 4.007
H -0.889 -1.203 4.500
C -1.865 0.502 4.790
C -3.053 1.224 3.985
O -2.843 2.358 3.413
N -4.352 0.823 4.137
C -5.481 1.386 3.593
C -6.425 0.473 3.358
C -6.790 1.132 4.424
H -7.384 2.402 4.376
H -6.716 0.817 5.388
H -6.888 0.788 2.293
H -6.496 -0.432 3.330
H -5.044 2.485 3.058
H -4.337 0.031 4.709
H -2.213 0.503 5.638
H -0.903 1.059 4.570
H -2.749 -1.461 4.422
H -2.681 -0.293 2.129
H -2.563 -2.760 2.276
H -0.580 -2.799 2.519
H -1.091 -3.193 0.081
H -2.266 -1.838 0.089
H 0.097 -2.647 -1.529
H -0.755 -1.110 -1.740
H 0.759 0.299 -3.310
H 2.777 2.476 -3.797
H 4.230 1.480 -4.368
H 2.486 -1.059 -5.284
H 3.646 -0.028 -6.368
H 0.595 -0.381 -6.529
H 1.506 0.833 -7.592
H 1.665 -1.299 -7.601
```

Summary:
max |F| = 0.382 hartree/bohr
total charge = 0
HOMO = -0.29722 Ha
Kohn-Sham gap = 0.315 Ha

Atom charges from the Mulliken analysis, given in e for atoms 1 to 4: -1.131, -0.129, -0.260, -0.624


Molecular formula: C22H34N2O5
Method: DFT, ωB97M-V/def2-TZVPD

Structure (XYZ):
```
63
Properties=species:S:1:pos:R:3
C 4.497 -2.758 -3.795
C 3.204 -1.988 -4.012
C 2.018 -2.842 -3.699
C 1.476 -3.650 -4.678
C 0.423 -4.510 -4.420
C -0.099 -4.564 -3.147
C 0.418 -3.758 -2.149
C 1.463 -2.897 -2.426
O 1.963 -2.069 -1.490
C 1.310 -2.226 -0.257
C 1.701 -1.144 0.724
C 3.158 -0.736 0.737
O 3.960 -1.336 1.439
N 3.518 0.353 0.032
C 2.702 1.074 -0.910
C 4.853 0.837 0.174
C 5.781 0.249 -0.876
C 6.472 -0.997 -0.389
N 6.769 1.219 -1.292
C 6.443 2.255 -2.101
O 5.321 2.450 -2.506
C 7.613 3.139 -2.482
O 7.218 4.245 -3.153
C 6.550 5.144 -2.309
C 6.127 6.311 -3.148
C 7.303 7.175 -3.595
C 7.448 8.180 -2.426
O 6.272 8.105 -1.627
C 5.329 7.314 -2.325
H 5.366 -2.157 -4.075
H 4.601 -3.054 -2.749
H 4.507 -3.667 -4.401
H 3.192 -1.082 -3.405
H 3.142 -1.666 -5.055
H 1.902 -3.608 -5.676
H 0.018 -5.134 -5.208
H -0.919 -5.233 -2.920
H -0.010 -3.815 -1.155
H 0.222 -2.214 -0.385
H 1.593 -3.205 0.151
H 1.078 -0.256 0.558
H 1.476 -1.514 1.718
H 1.808 0.522 -1.159
H 2.429 2.056 -0.507
H 3.266 1.238 -1.829
H 4.824 1.923 0.077
H 5.211 0.590 1.172
H 5.176 0.002 -1.746
H 5.729 -1.720 -0.056
H 7.070 -1.448 -1.183
H 7.116 -0.778 0.471
H 7.728 1.082 -1.011
H 8.189 3.403 -1.578
H 8.269 2.583 -3.157
H 5.670 4.670 -1.856
H 7.225 5.473 -1.495
H 5.552 5.931 -3.995
H 8.208 6.594 -3.768
H 7.063 7.688 -4.526
H 8.290 7.936 -1.776
H 7.573 9.202 -2.788
H 4.706 7.942 -2.983
H 4.670 6.853 -1.586
```

Summary:
max |F| = 0.024 hartree/bohr
total charge = 0
HOMO = -0.31377 Ha
Kohn-Sham gap = 0.338 Ha
structure (SMILES) = CCc1ccccc1OCCC(=O)N(C)C[C@H](C)NC(=O)COC[C@@H]1CCOC1

Atom charges from the Mulliken analysis, given in e for atoms 1 to 4: -1.038, -0.314, 0.469, -0.425


Molecular formula: C22H34N2O7ReSi3
Method: DFT, ωB97M-V/def2-TZVPD

Structure (XYZ):
```
69
Properties=species:S:1:pos:R:3
Re -1.092 -0.117 -0.351
C 0.934 -2.871 -1.671
Si 1.507 -2.076 -0.049
C 0.749 -3.050 1.374
C 3.370 -2.281 0.061
C 1.051 -0.242 0.010
Si 1.496 0.559 1.712
C 1.242 -0.507 3.230
C 0.685 2.244 1.926
C 3.331 0.962 1.890
Si 1.783 0.752 -1.420
C 1.767 -0.020 -3.127
C 3.480 1.542 -1.284
C 0.521 2.170 -1.466
C 0.736 3.412 -2.045
C -0.279 4.355 -2.074
C -1.502 4.033 -1.506
C -1.666 2.788 -0.937
N -0.680 1.872 -0.918
H 1.790 -3.096 -2.313
H 0.274 -2.215 -2.239
H 0.418 -3.822 -1.495
H 0.531 -4.079 1.070
H -0.169 -2.589 1.745
H 1.438 -3.098 2.218
H 3.637 -3.343 0.063
H 3.752 -1.839 0.983
H 3.887 -1.809 -0.782
H 0.300 -1.047 3.280
H 1.271 0.164 4.095
H 2.067 -1.217 3.337
H -0.394 2.237 1.760
H 1.125 2.988 1.254
H 0.854 2.584 2.952
H 3.970 0.077 1.838
H 3.452 1.389 2.892
H 3.712 1.692 1.184
H 2.376 -0.928 -3.169
H 2.193 0.700 -3.831
H 0.761 -0.264 -3.465
H 4.199 0.876 -0.803
H 3.458 2.475 -0.720
H 3.851 1.760 -2.289
H 1.709 3.635 -2.465
H -0.122 5.322 -2.534
H -2.328 4.730 -1.500
H -2.605 2.501 -0.484
N -1.912 -2.155 -0.184
C -3.126 -2.254 -1.043
C -2.751 -2.320 -2.509
C -2.105 -1.076 -3.097
O -2.225 -0.827 -4.263
O -1.331 -0.323 -2.294
H -1.270 -2.904 -0.430
H -2.174 -2.300 0.787
H -3.744 -1.380 -0.846
H -3.707 -3.137 -0.777
H -3.638 -2.519 -3.104
H -2.046 -3.139 -2.688
O -4.437 1.512 4.721
C -3.916 1.074 3.741
C -2.592 0.298 3.678
O -1.990 -0.187 4.606
C -2.293 0.255 2.258
C -3.332 0.646 1.467
O -3.234 0.538 0.188
C -4.409 1.237 2.294
O -5.419 1.777 1.930
O -1.189 -0.123 1.630
```

Summary:
max |F| = 0.023 hartree/bohr
total charge = 0
HOMO (spin up / spin down) = -0.29625 / -0.30120 Ha
spin multiplicity = 2
Kohn-Sham gap (spin up / spin down) = 0.235 / 0.252 Ha

Atom charges from the Mulliken analysis, given in e for atoms 1 to 4: 1.488, -1.108, 0.645, -1.192